Molecular formula: C3H2I2
Method: DFT, ωB97M-V/def2-TZVPD

2S+1	3
ΔE to the lowest compared entry with this formula, charge and spin	53.2	kcal/mol
LUMO energy (alpha / beta)	0.051 / -2.670	eV
E	-19337.4855	eV
orbital gap (alpha / beta)	8.412 / 6.558	eV

Geometry as XYZ:
```
7
Properties=species:S:1:pos:R:3:forces:R:3:lowdin_spin:R:1
C 0.4403 0.4932 0.1671 -0.7 1.0 0.3 0.14
C 2.2251 1.1939 0.3122 -3.6 -3.4 -0.9 1.38
C -0.4625 -0.5277 -0.1725 3.8 2.2 0.6 0.08
I 3.5745 -0.3047 0.0728 0.5 0.4 0.1 0.38
I -2.5136 -0.3153 0.1358 0.4 0.0 0.0 0.03
H -0.0329 1.3779 0.5743 -0.2 0.0 0.0 0.00
H -0.1604 -1.4703 -0.6017 -0.1 -0.1 0.0 0.00
```
Positions in Å, forces in eV/Å.